Record 1
C42H58BrN6OW as an isolated structure, computed with the ωB97M-V functional and the def2-TZVPD basis.

Structure (XYZ):
```
109
Properties=species:S:1:pos:R:3:mulliken_charge:R:1
H 1.36 4.85 1.84 0.34
C 0.58 -0.39 5.06 -1.76
H 2.03 4.00 -1.58 0.36
Br 1.76 -0.48 1.37 0.25
N -2.08 -1.25 -0.20 0.04
H -4.14 2.06 -0.65 0.86
H 1.59 -1.41 -5.58 0.54
C 1.17 2.81 1.03 0.10
H 1.42 1.54 4.86 0.51
H -2.12 3.24 4.37 0.57
C 5.07 -2.08 -2.57 1.82
H 4.87 -1.80 -4.73 0.38
H 0.89 -1.91 3.58 0.50
C -5.41 2.43 4.06 -0.61
C 3.44 -1.33 -0.79 -0.87
H -0.67 2.73 -1.75 0.32
C 0.38 -0.76 -3.87 2.25
C 5.56 -3.21 -1.65 -1.69
O 0.05 -0.05 -0.75 1.43
H -0.15 1.34 -3.80 0.40
H 2.85 -1.58 -4.07 0.44
H -1.15 0.32 -2.74 -0.02
C -1.49 -2.44 0.04 1.01
N -2.73 1.17 0.62 0.59
C -0.35 -2.11 -3.96 -1.49
H 0.53 4.68 -2.21 0.41
N -1.14 -1.34 2.08 0.47
C -4.08 -0.08 -1.03 -1.20
C 0.83 0.87 4.23 -0.19
H 5.71 -2.88 -0.62 0.34
H -1.11 -5.33 -1.77 0.49
H -6.24 2.61 4.73 0.45
C -4.81 1.54 1.80 -0.20
H 6.52 -3.57 -2.01 0.48
H -1.08 -2.22 -3.16 0.13
C 1.58 4.31 0.92 -0.98
H -1.90 -2.29 3.76 0.86
C 6.03 -0.88 -2.47 -1.52
H -1.86 -3.19 -1.89 0.44
C -0.99 -2.53 1.40 1.38
C 0.97 4.14 -1.37 -1.18
H -1.12 5.41 -0.65 0.27
C -2.54 1.80 2.86 1.26
H -0.16 -6.47 0.05 0.44
H 1.52 -0.67 5.54 0.50
C 2.21 -0.84 -0.47 0.50
C -1.48 -3.47 -0.92 -0.49
H -5.32 1.23 0.90 0.39
C 5.06 -2.60 -4.01 -1.93
H 2.64 4.39 0.72 0.37
H 7.02 -1.18 -2.82 0.45
H -0.68 5.73 1.02 0.37
C -3.43 1.51 1.76 0.84
C -4.16 2.96 4.42 -0.74
N -1.28 1.33 2.72 0.39
C -2.93 2.69 3.89 -0.54
C -1.01 -4.76 -0.86 -0.92
H 1.44 0.65 3.36 -0.14
C 0.26 2.77 -1.17 -0.10
C -1.24 -1.44 3.55 -1.51
C -0.56 5.03 0.20 -0.90
H -1.25 3.58 1.69 0.04
H -0.13 -0.17 5.87 0.42
N -0.09 2.56 0.26 1.10
H 6.05 -3.00 -4.25 0.43
H -2.51 -0.87 -2.24 0.06
H -1.75 -0.56 3.91 0.41
H 4.33 -3.40 -4.15 0.45
C -5.68 1.82 2.86 -1.18
H -4.70 0.05 -1.92 0.52
H 0.35 -2.94 -3.91 0.29
C -3.42 1.24 -0.67 -1.44
H -1.40 0.31 -4.49 0.56
C 3.70 -1.60 -2.14 -0.27
C -0.46 -5.45 0.23 -0.84
C -0.29 -4.96 1.51 -0.98
H 1.02 2.52 2.07 -0.52
H 4.87 -4.05 -1.65 0.37
H -3.53 -2.09 -1.45 0.79
C -0.64 0.37 -3.70 -1.65
H -4.73 -0.43 -0.22 0.40
C 2.66 -1.35 -3.03 -0.42
W -0.97 0.25 0.80 -0.42
H 0.10 -5.66 2.23 0.47
H -0.12 2.73 3.77 0.58
C 1.39 -0.85 -2.72 -0.82
H 5.69 -0.06 -3.09 0.33
C -0.42 1.68 3.89 -2.03
H -1.04 1.63 4.78 0.97
H 0.33 -0.26 -5.97 0.49
C -0.54 -3.69 2.01 -0.23
C 0.10 -1.62 4.29 -0.33
H 6.12 -0.53 -1.44 0.37
H -0.89 -2.18 -4.91 0.50
H 4.18 -1.50 -0.02 0.57
C 1.16 -0.57 -1.35 -0.25
C 1.08 -0.51 -5.22 -2.15
H -6.72 1.57 2.67 0.43
C -3.03 -1.14 -1.32 -0.98
C -1.08 3.62 0.62 -0.31
H -0.33 -3.60 3.07 0.34
H -4.17 3.64 5.27 0.45
H 1.79 0.31 -5.16 0.37
H 1.95 2.19 0.60 0.56
H -2.68 1.48 -1.44 0.25
H -2.02 3.40 0.10 0.30
H 0.91 1.96 -1.50 -0.19
H 0.00 -2.44 5.00 0.41
N 0.84 4.94 -0.16 -0.10
```

Its charge is +3. The calculation puts the HOMO-LUMO gap (spin up / spin down) at 4.81 / 4.81 eV. As for the highest occupied orbital energy (spin up / spin down): -15.476 / -15.476 eV. The calculation puts the energy above the lowest of the compared OMol25 structures with the same formula, charge and spin at 48.6 kJ/mol. For the total energy, the calculation gives -127325.9914 eV.

Record 2
One molecule with the formula C3H4O, computed with the ωB97M-V functional and the def2-TZVPD basis.

Structure (XYZ):
```
8
Properties=species:S:1:pos:R:3:mulliken_charge:R:1
H -2.10 -0.40 -0.09 0.31
H 1.46 1.60 -0.37 0.28
C -0.22 -0.16 -0.38 -0.09
C 1.02 0.59 -0.30 -0.26
H -0.53 -0.63 -1.31 0.27
C 0.91 -0.41 0.53 -0.29
O -1.52 0.18 0.33 -0.52
H 0.97 -0.77 1.59 0.29
```

The calculation puts the HOMO-LUMO gap at 10.76 eV. As for the highest occupied orbital energy: -9.606 eV. As for the SMILES: OC1C=C1. The calculation puts the energy above the lowest of the compared OMol25 structures with the same formula, charge and spin at 230.9 kJ/mol. For the total energy, the calculation gives -5219.7433 eV.

Record 3
CH5FN4 as an isolated structure, computed with the ωB97M-V functional and the def2-TZVPD basis.

Structure (XYZ):
```
11
Properties=species:S:1:pos:R:3:mulliken_charge:R:1
H 0.05 1.98 -0.19 0.28
H 0.00 -1.71 -0.86 0.19
H -0.96 -1.42 1.38 0.31
C -0.66 0.41 0.75 0.57
N 1.23 -0.22 -0.32 -0.29
N -0.62 1.68 0.50 -0.34
N -1.29 -0.48 1.29 -0.53
H -1.28 2.33 0.91 0.22
H 1.63 -1.90 -1.27 0.25
F 0.92 0.77 -1.55 -0.45
N 0.97 -1.44 -0.65 -0.22
```

The calculation puts the HOMO-LUMO gap (spin up / spin down) at 8.72 / 8.72 eV. As for the highest occupied orbital energy (spin up / spin down): -8.439 / -8.438 eV. The calculation puts the energy above the lowest of the compared OMol25 structures with the same formula, charge and spin at 167.6 kJ/mol. For the total energy, the calculation gives -9791.4712 eV.

Record 4
C30H49AlN4O3PS3 as an isolated structure, computed with the ωB97M-V functional and the def2-TZVPD basis.

Structure (XYZ):
```
91
Properties=species:S:1:pos:R:3:mulliken_charge:R:1
C 3.81 -4.58 -1.54 -0.53
H 6.65 0.69 -2.11 0.52
H -2.05 -4.30 0.86 0.32
C 0.17 0.05 2.79 0.26
H 5.81 -0.18 -0.09 0.50
C 0.30 -0.02 -4.13 -0.16
C -0.81 -0.12 -5.18 -0.78
N 0.28 1.54 4.47 -0.92
H 2.42 2.91 5.07 0.37
H -1.15 -2.20 -5.74 0.27
H -4.72 -2.51 -1.29 0.55
H 4.83 1.87 -3.27 0.55
N -0.48 0.64 3.79 0.31
C -3.82 -1.89 -1.28 -1.01
H -0.50 6.27 -1.30 0.42
H -0.03 0.60 -3.30 -0.69
C -1.88 4.73 -1.89 -0.58
H -1.45 0.50 4.04 0.17
O 1.76 2.64 0.77 -0.70
C -2.81 -3.57 0.59 -1.00
H -1.78 -0.19 -4.68 0.15
C 2.69 -4.13 -2.48 -1.17
H 3.69 -1.72 -0.15 0.12
H 3.13 0.40 -3.85 0.33
C 0.88 -1.68 -6.21 -0.87
C 0.68 -1.44 -3.69 0.04
H 4.61 -5.05 -2.12 0.58
O 0.96 0.84 -0.21 -0.39
H 4.26 -3.70 -1.07 -0.17
C 1.86 -5.22 -0.05 -1.04
H 5.77 -0.46 -3.10 0.30
H 3.11 -3.52 -3.28 0.37
H 1.03 4.68 -0.19 0.49
C -0.60 -1.33 -6.11 -0.73
S -0.52 -1.12 1.73 -0.49
C 1.56 -3.38 -1.72 0.56
H 1.43 -0.80 -6.55 0.33
H 2.26 -5.01 -2.97 0.57
H 1.18 0.47 -4.56 0.39
H -0.26 -1.98 -3.51 0.47
C 3.30 -5.55 -0.47 -0.91
H -2.81 -2.73 1.28 0.24
P 1.46 -1.56 -2.02 0.19
C 3.17 -0.90 -2.12 0.76
H 5.87 -1.64 -1.06 0.23
H 2.41 1.11 -2.41 -0.08
C -0.12 2.95 -0.65 0.02
H 3.48 0.02 -0.24 -0.25
H 1.05 -2.46 -6.95 0.50
C 0.92 2.13 0.03 0.74
H -3.85 -1.15 -0.48 0.29
H 2.21 -0.49 1.46 0.05
C 1.58 -3.73 -0.22 0.13
H 2.74 1.02 1.54 0.35
Al -0.20 -0.48 -0.56 -0.10
C -2.15 3.37 -1.87 -0.99
H 1.30 -3.22 -4.75 0.34
H 1.14 -5.78 -0.66 0.38
C 0.13 4.33 -0.67 -0.96
N 1.40 0.58 2.85 0.66
C 3.24 0.49 -2.77 -0.75
C 1.42 -2.14 -4.84 -0.70
N 2.53 0.20 2.13 -0.82
H 3.34 -6.58 -0.85 0.38
C 5.39 -0.66 -0.97 -1.17
H 4.46 1.82 -1.56 0.26
H -3.79 -4.05 0.55 0.53
C -0.72 5.21 -1.29 -0.71
C 3.88 -0.84 -0.77 -0.06
H 1.68 -5.52 0.98 0.43
H 2.50 -1.94 -4.79 0.09
H -2.57 5.40 -2.38 0.41
H 3.47 1.62 4.44 0.32
S -2.43 -2.99 -1.06 0.34
C 2.63 2.28 4.21 -1.17
H 0.60 -3.74 -2.11 0.74
H 2.92 2.91 3.36 0.24
H -0.83 0.81 -5.77 0.51
C 4.57 1.20 -2.45 -0.97
H 3.95 -5.51 0.40 0.37
C 1.43 1.49 3.87 1.04
H -3.70 -1.39 -2.24 0.28
H -3.05 3.00 -2.34 0.47
C -1.29 2.46 -1.26 0.89
C 5.69 0.19 -2.22 -0.75
H 0.64 -3.44 0.24 0.00
H 3.72 -1.61 -2.76 1.37
S -1.87 0.78 -1.30 -0.52
H -1.01 -1.12 -7.10 0.49
H 2.36 -3.17 0.30 -0.09
O -1.19 -2.11 -0.90 0.20
```

Its charge is +1. The calculation puts the HOMO-LUMO gap at 8.41 eV. As for the highest occupied orbital energy: -10.388 eV. The calculation puts the energy above the lowest of the compared OMol25 structures with the same formula, charge and spin at 22.0 kJ/mol. For the total energy, the calculation gives -92400.2610 eV.

Record 5
One molecule with the formula C11H17NO8, computed with the ωB97M-V functional and the def2-TZVPD basis.

Structure (XYZ):
```
37
Properties=species:S:1:pos:R:3:mulliken_charge:R:1
O -0.61 1.82 0.47 -0.61
H 1.59 4.65 3.60 0.22
H 1.87 0.92 3.41 0.28
H -1.01 0.13 -0.04 0.32
H 1.37 0.98 -1.07 0.29
O 0.25 -3.10 -3.90 -0.65
C 0.82 3.89 3.98 -0.39
H 0.50 -0.64 -2.86 0.13
C 0.19 1.46 1.27 0.32
C -1.77 -2.42 -2.93 0.45
C -0.20 -2.65 -2.69 -0.24
H -2.15 -3.40 -0.88 0.29
O 1.16 0.50 1.04 -0.34
C 1.67 2.77 4.27 0.25
C -2.65 -2.78 -1.66 -0.11
N 1.20 1.70 3.61 -0.21
O 2.03 -1.90 -2.40 -0.58
C 0.49 -1.03 -0.67 0.31
O 2.60 2.87 4.99 -0.61
H 0.65 -1.82 0.10 0.21
O -2.31 -3.07 -4.10 -0.63
H -0.02 3.96 1.85 0.32
C 0.04 2.05 2.73 0.41
H 2.44 -0.29 -0.51 0.40
O -0.88 -0.66 -0.60 -0.45
H -0.03 -3.43 -2.00 0.36
H 0.32 4.24 4.83 0.27
C 0.71 -1.53 -2.16 -0.05
H -3.26 -2.82 -4.10 0.37
H -0.45 -2.95 -4.55 0.35
O -3.85 -2.55 -1.45 -0.51
H -1.26 3.74 3.02 0.36
C -0.21 3.52 2.85 -0.66
H -1.91 -1.35 -2.94 0.26
H -0.82 1.49 3.09 0.14
C 1.39 0.09 -0.34 -0.62
H 2.12 -2.40 -3.25 0.37
```

The calculation puts the HOMO-LUMO gap at 10.32 eV. As for the highest occupied orbital energy: -9.914 eV. As for the SMILES: O=C[C@H](O)[C@@H](O)[C@H](O)[C@H](O)COC(=O)[C@@H]1CCC(=O)N1. The calculation puts the energy above the lowest of the compared OMol25 structures with the same formula, charge and spin at 131.1 kJ/mol. For the total energy, the calculation gives -29550.7401 eV.

Record 6
One molecule with the formula C6H9N4OP, computed with the ωB97M-V functional and the def2-TZVPD basis.

Structure (XYZ):
```
21
Properties=species:S:1:pos:R:3:mulliken_charge:R:1
P -0.47 -1.49 0.13 0.17
N 2.65 -0.03 -0.53 -0.34
C -3.16 -0.97 0.22 -1.54
H -4.04 -0.50 -0.03 0.44
C 1.59 2.10 -0.42 -0.29
H -2.02 -0.12 -1.35 0.34
N 1.67 0.83 -0.15 0.33
H -3.04 -2.09 0.14 0.34
H -3.22 -0.95 1.26 0.48
C 0.90 0.10 0.73 -0.58
H 3.22 -1.97 0.26 0.38
H 0.69 2.53 -0.21 0.40
C 2.62 -1.10 0.34 -0.13
C -1.92 -0.23 -0.31 0.31
H 2.46 2.59 -0.78 0.26
C -1.66 1.06 0.17 0.20
N -1.43 2.12 0.52 -0.60
H 3.10 0.20 -1.42 0.25
O 0.08 -1.88 -1.17 -0.59
H 0.34 0.75 1.43 0.74
N 1.66 -0.96 1.18 -0.58
```

The calculation puts the HOMO-LUMO gap (spin up / spin down) at 7.31 / 7.32 eV. As for the highest occupied orbital energy (spin up / spin down): -7.734 / -7.734 eV. The calculation puts the energy above the lowest of the compared OMol25 structures with the same formula, charge and spin at 145.9 kJ/mol. For the total energy, the calculation gives -23660.2272 eV.

Record 7
One molecule with the formula C23H18F5N3O, computed with the ωB97M-V functional and the def2-TZVPD basis.

Structure (XYZ):
```
50
Properties=species:S:1:pos:R:3:mulliken_charge:R:1
H 0.47 -2.19 3.13 0.32
C -0.52 1.98 0.75 0.58
C -2.44 -1.28 0.74 -1.58
C -1.85 6.00 -4.07 0.93
F -1.16 7.18 -4.07 -0.25
H 1.61 2.29 1.11 0.43
H 1.88 -1.77 -1.51 0.37
H -2.77 6.69 -1.61 0.38
H -2.45 1.37 0.40 0.47
H -1.57 -4.60 0.60 0.33
C -1.61 5.25 -2.77 0.16
F -3.16 6.32 -4.24 -0.24
C -1.44 -2.73 2.45 -1.04
H -2.90 -1.29 -0.29 0.38
C 0.09 -2.80 2.30 -0.81
H -1.72 -3.67 2.93 0.37
C 4.38 -3.00 1.14 -0.72
O -0.91 3.29 0.84 -0.50
N -0.85 4.15 -2.71 -0.60
H 0.37 -4.05 -0.45 0.40
F -1.37 5.34 -5.16 -0.25
N -0.60 3.52 -1.57 -0.16
C -1.45 1.01 0.57 -0.51
C 3.93 -2.23 -1.08 -0.01
H 5.08 -3.32 1.96 0.33
C 0.15 -0.79 0.83 0.18
C 4.83 -2.69 -0.13 0.53
C 3.05 -2.89 1.48 -0.32
C -1.16 3.91 -0.39 0.69
H -2.23 -3.51 -0.70 0.41
H -3.16 -0.84 1.38 0.51
H -0.16 -2.58 -1.15 0.57
H 2.74 -3.15 2.50 0.39
C -1.97 5.08 -0.41 -0.60
C -0.16 -3.12 -0.22 -1.09
F 6.14 -2.83 -0.46 -0.31
H 2.14 -0.02 1.21 0.50
C 1.12 0.20 1.00 -0.67
C -1.20 -0.36 0.69 0.53
C -1.60 -3.55 0.16 -1.18
N -2.13 -2.63 1.18 0.05
C 0.80 1.59 0.98 -1.11
C 2.58 -2.11 -0.74 0.04
F 4.31 -1.91 -2.33 -0.32
C 0.60 -2.29 0.88 2.87
H -2.39 5.41 0.53 0.43
H -1.69 -1.86 3.04 0.43
H 0.46 -3.86 2.34 0.42
C 2.08 -2.45 0.55 -1.26
C -2.17 5.78 -1.60 -0.46
```

The calculation puts the HOMO-LUMO gap at 8.29 eV. As for the highest occupied orbital energy: -8.351 eV. As for the SMILES: Fc1ccc(C23CCN(CC2)Cc2cc(Oc4ccc(C(F)(F)F)nn4)ccc23)cc1F. For the total energy, the calculation gives -44246.4419 eV.

Record 8
C3H4BrNS as an isolated structure, computed with the ωB97M-V functional and the def2-TZVPD basis.

Structure (XYZ):
```
10
Properties=species:S:1:pos:R:3:mulliken_charge:R:1
H 1.33 -1.81 0.26 0.41
H -0.48 0.10 0.56 0.35
C 1.13 -0.37 2.33 -0.02
C 1.88 -0.85 0.21 -0.20
C -0.24 0.59 -0.30 -0.94
N 0.90 -0.48 3.45 -0.42
H -0.52 1.56 -0.42 0.34
Br 3.70 -1.25 0.31 0.01
S 1.55 0.61 -0.59 0.11
H -0.67 -0.01 -1.01 0.36
```

The calculation puts the HOMO-LUMO gap at 8.60 eV. As for the highest occupied orbital energy: -9.833 eV. The calculation puts the energy above the lowest of the compared OMol25 structures with the same formula, charge and spin at 320.7 kJ/mol. For the total energy, the calculation gives -85539.8040 eV.

Record 9
C46H35BI2O14 as an isolated structure, computed with the ωB97M-V functional and the def2-TZVPD basis.

Structure (XYZ):
```
98
Properties=species:S:1:pos:R:3:mulliken_charge:R:1
C 0.04 4.63 -1.32 -0.95
O 3.23 -1.15 5.53 -0.49
H 5.51 5.46 5.09 0.42
O -10.42 -5.56 -5.45 -0.55
C 5.17 -2.82 3.76 -0.38
O 3.95 7.25 6.13 -0.54
C -0.16 4.62 0.19 -0.04
O -3.97 -6.10 -3.90 -0.58
C 3.61 6.54 5.21 0.28
O 3.54 -0.48 -3.38 -0.59
O -1.95 -0.22 6.06 -0.54
C -3.62 -5.34 -1.71 -0.48
H 0.80 5.39 -1.50 0.50
C -2.27 1.07 -0.98 -1.15
C 5.59 -1.63 3.33 -0.42
C 1.27 -0.27 4.58 -0.37
C 6.28 -1.47 2.02 0.45
C 0.46 1.16 -2.87 0.61
O -6.55 -2.31 -3.88 -0.53
C -2.56 2.04 -2.09 0.39
C 4.52 5.52 4.64 -0.36
H 6.14 -4.79 1.03 0.42
O 2.44 4.14 2.12 -0.44
C -3.76 -5.16 -3.17 0.30
C -7.44 -3.05 -4.24 0.47
C 1.31 -1.33 6.88 -0.36
C 1.87 5.87 3.61 -0.25
H 1.60 7.40 5.05 0.43
C 1.46 -1.51 -2.96 -0.83
C -3.62 -3.78 -3.71 -0.55
H -3.72 -3.68 -4.78 0.49
H -0.54 -2.12 -3.21 0.34
H 0.89 5.93 3.16 0.43
C 0.01 -1.10 7.01 -0.42
H -8.83 -4.37 -7.11 0.41
H -0.55 -1.38 7.90 0.40
H -8.14 -3.49 -2.21 0.44
C 4.15 4.74 3.63 -0.53
H 5.04 -0.19 -0.91 0.29
C -9.54 -4.81 -5.09 0.37
H -0.24 5.66 0.52 0.38
H -9.96 -5.03 -2.95 0.41
C 5.35 -4.04 2.93 0.31
C 1.82 0.94 -2.60 0.84
C -3.40 -2.75 -2.91 -0.27
C -1.59 2.61 -2.78 -1.33
C 2.25 6.65 4.61 -0.36
O -1.19 0.26 -4.34 -0.56
H 1.86 -2.48 -2.71 0.47
C 1.96 3.07 -1.56 -0.60
O 6.70 -0.41 1.63 -0.56
C -8.64 -4.15 -6.07 -0.33
H 4.80 3.99 3.20 0.49
C -3.27 -2.93 -1.44 0.51
H 0.71 4.18 0.67 -0.03
C 2.04 -0.94 5.66 0.43
H -1.17 3.14 1.01 0.24
C 0.61 3.33 -1.82 1.04
C 2.60 1.88 -1.95 -1.13
H 2.53 3.81 -1.02 0.56
C -0.03 -0.04 4.71 -0.55
H 4.65 3.07 -2.79 0.35
C 4.60 0.69 -0.46 -1.00
O 5.06 2.35 -2.32 -0.63
C 2.40 -0.36 -3.02 0.11
C 6.45 -2.70 1.19 -0.29
H -0.62 0.44 3.93 0.52
O -3.05 -1.98 -0.71 -0.53
H -7.01 -2.83 -6.38 0.42
H -1.33 1.36 -0.51 0.11
H -3.30 -1.73 -3.28 0.65
H 3.80 0.42 0.22 0.30
H 5.47 -0.73 3.92 0.47
C -0.30 0.06 -3.56 0.02
H 1.83 0.00 3.69 0.63
H 4.68 -2.95 4.71 0.51
C -0.77 -0.43 5.94 0.32
C 0.17 -1.31 -3.23 -0.46
C 2.79 4.86 3.04 0.36
C -8.33 -3.71 -3.26 -0.40
C -3.40 -4.30 -0.90 -0.45
I -4.59 2.34 -2.47 0.12
O 4.97 -5.12 3.32 -0.56
H -3.05 1.07 -0.23 0.57
I -1.89 3.88 -4.43 0.17
H 6.94 -2.56 0.24 0.46
B 4.13 1.66 -1.60 0.81
H -2.17 0.07 -1.40 0.01
C -0.16 2.36 -2.49 1.06
H 5.40 1.19 0.10 0.36
C 6.02 -3.88 1.61 -0.40
C -7.67 -3.33 -5.68 -0.37
H -3.30 -4.41 0.17 0.46
H -3.72 -6.35 -1.34 0.43
H -0.88 4.87 -1.83 0.28
H 1.90 -1.82 7.65 0.42
C -9.30 -4.53 -3.65 -0.33
O -1.37 3.97 0.58 -0.54
```

The calculation puts the HOMO-LUMO gap at 6.73 eV. As for the highest occupied orbital energy: -8.596 eV. The calculation puts the energy above the lowest of the compared OMol25 structures with the same formula, charge and spin at 0.0 kJ/mol. For the total energy, the calculation gives -93807.1308 eV.

Number 1: molar mass 926.7 Da. Number 2: molar mass 56.1 Da. Number 3: molar mass 92.1 Da. Number 4: molar mass 667.9 Da. Number 5: molar mass 291.3 Da. Number 6: molar mass 184.1 Da. Number 7: molar mass 447.4 Da. Number 8: molar mass 166.0 Da. Number 9: molar mass 1076.4 Da.